Entry 1:
6 unconnected molecules or ions with the total composition C38H77I2NO11PS5. Source: OMol25; level of theory: ωB97M-V/def2-TZVPD.

- total charge = +1
- HOMO energy (eV) = -11.27
- maximum force (hartree/bohr) = 0.0759
- energy (Eh) = -5303.545562

XYZ file:
```
135
Properties=species:S:1:pos:R:3:mulliken_charge:R:1
C 2.69 -3.85 0.75 -0.764
C 2.91 -2.88 -0.57 -0.110
C 1.81 -1.63 -0.64 0.103
C 1.83 -1.11 -2.21 -0.278
C 0.58 -0.09 -2.57 -0.726
C -0.88 -0.71 -2.06 0.035
C -1.41 0.20 -0.78 -0.295
C -2.45 -0.59 0.22 0.268
C -3.96 0.14 0.28 -0.673
C -4.68 -0.21 -1.15 -0.483
C -5.86 -1.34 -1.09 -0.821
C -5.57 -2.62 -0.11 0.223
C -5.51 -4.08 -0.90 -1.094
P -3.66 -4.66 -1.11 0.452
N -2.92 -3.44 -2.22 -0.204
C -2.85 -4.73 0.62 -0.342
O -2.30 -6.05 1.00 -0.245
C -1.68 -5.79 2.34 -0.572
C -3.60 -6.36 -2.04 -0.451
I -5.57 -7.38 -2.24 0.087
C -2.37 -6.98 -2.60 0.172
C -2.28 -8.39 -3.43 -0.998
I -0.42 -5.93 -2.30 0.281
H 3.69 -3.96 1.37 0.286
H 1.81 -3.44 1.44 0.143
H 2.39 -4.92 0.33 0.157
H 2.77 -3.54 -1.54 0.124
H 4.01 -2.47 -0.59 0.238
H 0.79 -2.10 -0.30 -0.217
H 2.09 -0.78 0.11 0.168
H 1.91 -2.02 -2.97 0.119
H 2.82 -0.48 -2.34 0.125
H 0.71 0.97 -2.03 0.318
H 0.55 0.12 -3.74 0.262
H -1.59 -0.64 -3.00 0.334
H -0.76 -1.85 -1.82 -0.053
H -0.49 0.66 -0.19 0.024
H -2.01 1.10 -1.27 0.167
H -2.53 -1.72 -0.16 -0.895
H -1.94 -0.65 1.27 0.618
H -4.51 -0.40 1.20 0.278
H -3.78 1.27 0.49 0.482
H -5.21 0.80 -1.50 0.355
H -3.85 -0.42 -1.97 0.151
H -5.96 -1.78 -2.19 0.267
H -6.90 -0.80 -0.89 0.329
H -4.59 -2.56 0.53 -0.056
H -6.49 -2.70 0.63 0.347
H -6.05 -3.98 -1.95 0.384
H -6.15 -4.90 -0.31 0.418
H -3.47 -2.56 -2.14 -0.095
H -3.17 -3.81 -3.19 0.403
H -2.07 -3.84 0.68 0.319
H -3.68 -4.48 1.43 0.447
H -1.05 -4.78 2.36 0.226
H -2.49 -5.70 3.20 0.279
H -0.90 -6.65 2.60 0.274
H -1.85 -8.12 -4.52 0.290
H -3.30 -8.94 -3.59 0.333
H -1.47 -9.14 -2.97 0.287
C -1.36 2.79 4.67 -0.328
C -2.37 2.14 3.73 -0.678
C -1.77 2.17 2.32 1.788
S 0.00 2.16 2.53 1.166
O 0.53 3.42 2.06 -0.724
O 0.53 0.88 2.10 -0.589
C -0.01 2.19 4.32 -1.051
H -1.62 2.62 5.72 0.583
H -1.35 3.88 4.50 0.095
H -2.53 1.10 4.04 0.301
H -3.34 2.64 3.76 -0.050
H -2.07 1.29 1.74 -1.915
H -2.04 3.08 1.79 0.457
H 0.83 2.77 4.69 0.469
H 0.06 1.16 4.67 0.350
C -2.51 6.77 8.96 -0.563
C -1.06 6.37 9.24 -0.646
C -0.67 5.29 8.24 -0.721
S -1.68 5.57 6.79 1.361
O -2.58 4.45 6.63 -0.651
O -0.84 6.05 5.71 -0.718
C -2.60 6.94 7.45 -0.731
H -2.80 7.68 9.49 0.370
H -3.18 5.96 9.28 0.273
H -0.41 7.25 9.11 0.293
H -0.93 6.02 10.27 0.321
H 0.38 5.35 7.96 0.388
H -0.90 4.29 8.62 0.366
H -3.63 6.92 7.07 0.336
H -2.10 7.87 7.13 0.366
C 5.88 0.18 -5.86 -0.520
C 4.41 -0.07 -6.18 -0.603
C 4.17 -1.58 -6.07 -0.627
S 5.37 -2.19 -4.89 1.050
O 6.28 -3.07 -5.58 -0.693
O 4.68 -2.58 -3.68 -0.556
C 6.18 -0.63 -4.61 0.151
H 6.09 1.24 -5.71 0.403
H 6.51 -0.17 -6.70 0.216
H 3.78 0.45 -5.45 0.233
H 4.14 0.30 -7.17 0.365
H 3.16 -1.80 -5.71 0.311
H 4.34 -2.08 -7.02 0.386
H 7.25 -0.79 -4.45 -0.474
H 5.73 -0.17 -3.73 0.333
C 12.41 -1.71 -4.90 -0.576
C 11.58 -1.92 -6.16 -0.748
C 10.11 -1.75 -5.78 -0.434
S 10.08 -0.64 -4.38 1.132
O 9.61 -1.37 -3.22 -0.648
O 9.51 0.63 -4.79 -0.677
C 11.85 -0.46 -4.24 -0.725
H 13.47 -1.60 -5.13 0.352
H 12.29 -2.57 -4.23 0.286
H 11.85 -1.16 -6.91 0.300
H 11.76 -2.90 -6.61 0.337
H 9.52 -1.32 -6.59 0.280
H 9.67 -2.70 -5.46 0.391
H 12.13 -0.36 -3.19 0.399
H 12.14 0.44 -4.79 0.334
C -7.29 6.05 1.87 -0.596
C -6.03 6.82 2.28 -0.700
C -5.24 5.92 3.22 -0.570
S -5.65 4.24 2.77 1.167
O -6.36 3.62 3.87 -0.725
O -4.49 3.61 2.15 -0.634
C -6.82 4.65 1.50 -0.737
H -7.81 6.54 1.03 0.352
H -7.99 6.01 2.71 0.295
H -5.43 7.04 1.39 0.312
H -6.28 7.77 2.76 0.332
H -4.16 6.07 3.12 0.337
H -5.53 6.07 4.27 0.334
H -7.63 3.92 1.49 0.411
H -6.30 4.65 0.54 0.329
```


Entry 2:
6 unconnected molecules or ions with the total composition C38H80ClFIN2O11S5. Source: OMol25; level of theory: ωB97M-V/def2-TZVPD.

- total charge = +1
- HOMO energy (eV) = -10.52
- maximum force (hartree/bohr) = 0.1329
- energy (Eh) = -5281.026467

XYZ file:
```
139
Properties=species:S:1:pos:R:3:mulliken_charge:R:1
C 0.56 0.92 4.92 -0.631
C -0.32 -0.39 4.54 -0.469
N 0.20 -0.94 3.24 0.458
C 0.98 -2.18 3.54 -0.619
C 2.32 -1.88 4.41 -0.862
C -0.89 -1.22 2.27 -0.129
S -1.41 -2.78 1.93 -0.155
S -1.72 0.16 1.37 -0.159
C -0.94 0.43 -0.29 -0.425
C 0.18 -0.62 -0.70 0.065
C 1.22 0.02 -1.76 -1.171
C 2.77 -0.11 -1.27 -0.219
C 3.14 -1.66 -0.92 -0.586
C 2.59 -2.70 -2.01 -0.437
C 3.85 -3.63 -2.47 -1.213
C 3.26 -4.98 -3.15 -0.139
S 3.16 -6.29 -1.81 1.031
O 2.23 -7.38 -2.31 -0.567
O 4.50 -6.94 -1.58 -0.608
O 2.49 -5.60 -0.44 -0.454
N 3.75 0.14 -2.42 0.176
Cl 3.53 -0.06 -4.11 0.045
C 4.97 0.59 -2.06 0.392
C 6.22 0.89 -3.00 -0.149
C 7.55 0.68 -2.10 -0.050
O 8.23 1.63 -1.68 -0.433
I 8.22 -1.34 -1.58 0.120
S 5.03 0.81 -0.20 0.009
C 3.19 1.02 -0.21 0.608
F 3.02 2.25 -0.97 -0.398
C 2.40 1.15 1.18 -0.039
S 1.42 2.74 1.22 0.847
O 0.31 2.73 2.23 -0.396
O 2.41 3.84 1.55 -0.627
H 1.29 1.08 4.05 -0.104
H -0.10 1.84 5.08 0.288
H 1.21 0.67 5.83 0.345
H -1.43 -0.16 4.42 0.373
H -0.15 -1.13 5.41 0.293
H 1.35 -2.72 2.60 0.316
H 0.36 -2.91 4.17 0.342
H 2.94 -1.14 3.81 0.118
H 2.94 -2.82 4.59 0.394
H 2.08 -1.41 5.43 0.192
H -1.79 0.33 -1.07 0.249
H -0.61 1.52 -0.35 0.177
H -0.36 -1.48 -1.24 0.484
H 0.74 -1.10 0.18 -0.458
H 1.03 -0.48 -2.76 0.361
H 0.91 1.12 -1.89 0.588
H 2.66 -1.96 0.08 -0.099
H 4.26 -1.83 -0.82 0.828
H 2.20 -2.23 -2.97 0.350
H 1.77 -3.37 -1.60 0.635
H 4.57 -3.08 -3.16 0.198
H 4.46 -3.97 -1.55 0.412
H 3.87 -5.33 -4.05 0.482
H 2.21 -4.69 -3.53 -0.021
H 3.01 -4.82 -0.13 0.393
H 6.26 0.04 -3.78 0.381
H 6.19 1.92 -3.50 0.342
H 1.79 0.23 1.48 -0.477
H 3.20 1.28 2.00 0.640
H 0.87 3.07 -0.01 0.087
C 1.58 -7.60 -8.62 -1.041
C 2.60 -7.23 -7.56 -0.353
O 2.07 -6.43 -6.51 -0.388
C 1.02 -7.01 -5.74 0.125
C 1.43 -8.28 -5.02 -1.274
H 1.08 -6.71 -9.01 0.279
H 2.06 -8.13 -9.44 0.398
H 0.80 -8.25 -8.21 0.268
H 3.39 -6.63 -8.03 0.317
H 3.09 -8.12 -7.15 0.327
H 0.14 -7.18 -6.37 0.346
H 0.73 -6.26 -5.00 -0.050
H 1.67 -9.09 -5.72 0.366
H 0.63 -8.63 -4.37 0.409
H 2.32 -8.10 -4.42 0.304
C -3.07 -3.79 7.23 -0.977
C -3.33 -2.30 7.30 -0.363
O -3.60 -1.71 6.04 -0.387
C -4.75 -2.19 5.35 -0.237
C -6.05 -1.98 6.11 -1.145
H -2.28 -4.02 6.50 0.205
H -2.77 -4.18 8.20 0.404
H -3.97 -4.34 6.92 0.258
H -2.42 -1.81 7.68 0.340
H -4.13 -2.07 8.01 0.331
H -4.62 -3.24 5.08 0.311
H -4.80 -1.63 4.41 0.291
H -6.08 -2.57 7.02 0.269
H -6.90 -2.27 5.49 0.395
H -6.17 -0.93 6.39 0.313
C -4.38 -2.35 -3.78 -1.202
C -3.02 -1.67 -3.91 -0.272
O -1.94 -2.46 -3.43 -0.275
C -1.73 -3.71 -4.09 -0.231
C -1.42 -3.57 -5.57 -1.070
H -4.55 -2.67 -2.75 0.316
H -5.17 -1.66 -4.07 0.413
H -4.45 -3.23 -4.42 0.272
H -3.03 -0.76 -3.30 0.286
H -2.83 -1.36 -4.94 0.339
H -2.59 -4.37 -3.93 0.313
H -0.88 -4.18 -3.59 0.177
H -2.27 -3.17 -6.12 0.360
H -1.17 -4.54 -6.00 0.317
H -0.58 -2.89 -5.72 0.260
C -0.96 8.47 4.84 -1.024
C -1.27 6.98 4.86 -0.214
O -2.05 6.55 3.75 -0.451
C -1.47 6.72 2.47 -0.174
C -0.16 5.97 2.28 -0.942
H -1.87 9.05 4.74 0.200
H -0.44 8.76 5.76 0.420
H -0.31 8.73 4.00 0.260
H -1.86 6.76 5.76 0.370
H -0.36 6.38 4.94 0.247
H -1.34 7.79 2.25 0.055
H -2.20 6.35 1.75 0.322
H 0.62 6.36 2.94 0.254
H 0.19 6.06 1.25 0.496
H -0.29 4.91 2.52 0.211
C -3.53 10.13 -1.67 -1.075
C -2.52 10.59 -0.63 -0.095
O -3.08 11.41 0.38 -0.427
C -4.10 10.83 1.17 -0.526
C -3.65 9.61 1.95 -0.706
H -4.05 10.99 -2.10 0.289
H -3.03 9.58 -2.47 0.399
H -4.29 9.48 -1.24 0.265
H -1.75 11.19 -1.13 0.340
H -2.01 9.73 -0.18 0.110
H -4.98 10.61 0.56 0.306
H -4.41 11.60 1.89 0.346
H -3.40 8.78 1.28 0.112
H -4.45 9.26 2.61 0.450
H -2.77 9.83 2.54 0.211
```


The records above give, respectively, LUMO values of -3.300, -5.139 eV.